Record 1
{
  "formula": "C25H45MoNP2S",
  "method": "the ωB97M-V functional and the def2-TZVPD basis",
  "charge": 2,
  "homo_ev": [-13.75, -13.54],
  "relative_energy_kj_mol": 197.9,
  "e_tot_ha": -2182.631204,
  "lumo_energy_ev": [-8.56, -9.25],
  "gap_ha": [0.191, 0.158],
  "spin_multiplicity": 3,
  "elements": ["Mo", "C", "C", "C", "C", "C", "C", "H", "H", "H", "C", "H", "H", "H", "C", "H", "H", "H", "C", "H", "H", "H", "C", "H", "H", "H", "C", "C", "C", "C", "C", "C", "C", "C", "H", "H", "H", "H", "H", "H", "H", "H", "H", "H", "H", "H", "P", "C", "H", "H", "H", "C", "H", "H", "H", "C", "H", "H", "H", "P", "C", "H", "H", "H", "C", "H", "H", "H", "C", "H", "H", "H", "S", "C", "N"],
  "positions_angstrom": [[-0.89, 0.06, -1.31], [-2.00, 1.52, 0.16], [-2.83, 0.65, -0.68], [-1.94, -0.60, 1.10], [-1.59, 0.76, 1.31], [-2.70, -0.70, -0.14], [-2.02, 3.00, 0.08], [-2.11, 3.36, -0.95], [-1.12, 3.45, 0.51], [-2.89, 3.37, 0.65], [-1.28, 1.34, 2.62], [-1.08, 2.42, 2.56], [-0.42, 0.86, 3.10], [-2.15, 1.19, 3.28], [-2.00, -1.61, 2.19], [-2.95, -1.47, 2.76], [-1.17, -1.51, 2.91], [-2.01, -2.64, 1.80], [-3.40, -1.91, -0.65], [-4.46, -1.69, -0.82], [-3.33, -2.73, 0.07], [-2.96, -2.25, -1.60], [-3.76, 1.10, -1.78], [-4.73, 1.46, -1.41], [-3.94, 0.27, -2.46], [-3.30, 1.92, -2.33], [1.04, 0.68, -1.48], [0.10, 1.65, -2.04], [-0.22, 1.69, -3.53], [-1.12, 0.53, -4.07], [-1.45, -0.60, -3.11], [-0.40, -1.46, -2.57], [0.98, -1.28, -3.13], [1.84, -0.15, -2.43], [0.70, 1.72, -4.13], [-0.63, 0.12, -4.96], [-0.75, 2.64, -3.75], [2.31, 0.44, -3.24], [1.50, 0.91, -0.51], [0.11, 2.65, -1.58], [2.65, -0.65, -1.88], [1.52, -2.23, -3.06], [-0.66, -2.47, -2.22], [0.95, -1.06, -4.21], [-2.06, 0.97, -4.42], [-2.42, -1.07, -3.28], [2.23, 2.42, 1.83], [2.16, 3.25, 3.45], [3.07, 3.86, 3.58], [2.07, 2.49, 4.23], [1.27, 3.89, 3.46], [3.92, 1.71, 1.76], [4.65, 2.53, 1.83], [4.04, 1.19, 0.80], [4.04, 0.98, 2.57], [2.41, 3.83, 0.67], [2.43, 3.46, -0.36], [3.34, 4.38, 0.90], [1.54, 4.50, 0.78], [1.05, -3.12, 0.67], [0.08, -4.48, -0.13], [0.68, -5.38, -0.36], [-0.35, -4.08, -1.07], [-0.77, -4.77, 0.52], [2.68, -3.19, -0.17], [2.56, -2.93, -1.23], [3.18, -4.16, -0.07], [3.31, -2.40, 0.30], [1.29, -3.74, 2.36], [1.63, -4.79, 2.36], [0.29, -3.67, 2.84], [1.98, -3.08, 2.90], [1.67, -0.37, 3.27], [1.38, -0.43, 4.90], [1.16, -0.49, 6.06]],
  "lowdin_spin": [0.196, 0.033, 0.156, 0.087, 0.054, 0.003, 0.004, 0.000, 0.001, 0.002, 0.012, 0.001, 0.004, 0.004, 0.010, 0.006, 0.001, 0.001, -0.003, -0.001, 0.000, -0.001, 0.042, 0.017, 0.003, 0.005, 0.106, 0.024, 0.009, 0.012, 0.034, 0.056, 0.027, 0.030, 0.001, 0.002, 0.000, 0.008, 0.005, 0.008, 0.000, 0.002, -0.002, 0.005, 0.000, 0.007, 0.130, 0.006, 0.001, 0.001, 0.001, 0.005, 0.001, 0.001, -0.001, 0.036, 0.000, 0.006, 0.000, 0.029, 0.003, 0.001, 0.000, 0.000, 0.004, 0.000, 0.001, 0.000, 0.018, 0.002, 0.000, 0.011, 0.478, 0.051, 0.239]
}

Record 2
{
  "formula": "C25H45NOP2Sm",
  "method": "the ωB97M-V functional and the def2-TZVPD basis",
  "charge": 1,
  "homo_ev": [-10.36, -10.36],
  "relative_energy_kj_mol": 0.0,
  "e_tot_ha": -2450.070483,
  "lumo_energy_ev": [-3.52, -3.30],
  "gap_ha": [0.252, 0.260],
  "spin_multiplicity": 6,
  "elements": ["Sm", "C", "C", "C", "C", "C", "C", "H", "H", "H", "C", "H", "H", "H", "C", "H", "H", "H", "C", "H", "H", "H", "C", "H", "H", "H", "C", "C", "C", "C", "C", "C", "C", "C", "H", "H", "H", "H", "H", "H", "H", "H", "H", "H", "H", "H", "P", "C", "H", "H", "H", "C", "H", "H", "H", "C", "H", "H", "H", "P", "C", "H", "H", "H", "C", "H", "H", "H", "C", "H", "H", "H", "O", "C", "N"],
  "positions_angstrom": [[-0.02, 0.05, 0.23], [-2.15, 1.69, 0.90], [-2.54, 0.77, -0.12], [-2.34, -0.41, 1.87], [-2.05, 0.96, 2.12], [-2.64, -0.55, 0.48], [-2.03, 3.18, 0.78], [-1.73, 3.50, -0.23], [-1.31, 3.58, 1.50], [-2.99, 3.68, 0.97], [-1.94, 1.55, 3.47], [-1.61, 2.60, 3.40], [-1.23, 1.01, 4.09], [-2.90, 1.55, 4.01], [-2.54, -1.45, 2.91], [-3.60, -1.65, 3.12], [-2.10, -1.14, 3.86], [-2.06, -2.41, 2.62], [-3.06, -1.82, -0.18], [-4.16, -1.95, -0.19], [-2.65, -2.69, 0.34], [-2.72, -1.88, -1.23], [-2.90, 1.15, -1.52], [-3.91, 1.59, -1.60], [-2.87, 0.29, -2.19], [-2.19, 1.89, -1.92], [1.47, 0.38, -1.98], [0.44, 1.26, -2.17], [-0.15, 1.52, -3.53], [-1.04, 0.41, -4.16], [-1.11, -0.90, -3.44], [-0.07, -1.71, -3.25], [1.29, -1.43, -3.84], [2.12, -0.35, -3.12], [0.63, 1.74, -4.28], [-0.67, 0.26, -5.19], [-0.77, 2.43, -3.48], [2.45, 0.36, -3.91], [2.10, 0.42, -1.06], [0.23, 2.06, -1.44], [3.04, -0.83, -2.75], [1.87, -2.37, -3.83], [-0.18, -2.68, -2.77], [1.20, -1.12, -4.90], [-2.06, 0.81, -4.26], [-2.12, -1.26, -3.20], [1.83, 2.23, 1.33], [1.61, 3.02, 2.98], [2.47, 3.69, 3.12], [1.59, 2.26, 3.77], [0.68, 3.59, 3.02], [3.53, 1.58, 1.68], [4.11, 2.39, 2.14], [4.00, 1.25, 0.75], [3.45, 0.72, 2.36], [2.31, 3.72, 0.35], [2.73, 3.39, -0.61], [3.05, 4.30, 0.90], [1.43, 4.33, 0.13], [0.98, -2.77, 0.55], [-0.02, -4.11, -0.17], [0.66, -4.94, -0.43], [-0.56, -3.76, -1.06], [-0.74, -4.46, 0.58], [2.57, -3.02, -0.36], [2.40, -2.96, -1.44], [2.93, -4.02, -0.08], [3.32, -2.27, -0.08], [1.49, -3.58, 2.13], [1.85, -4.60, 1.93], [0.63, -3.60, 2.81], [2.27, -2.97, 2.61], [1.02, -0.60, 4.59], [1.01, -0.51, 3.40], [0.99, -0.37, 2.19]],
  "lowdin_spin": [5.114, -0.012, -0.014, -0.017, -0.010, -0.015, 0.000, 0.000, 0.000, 0.000, -0.001, 0.000, 0.000, 0.000, -0.002, -0.001, 0.000, 0.000, -0.001, -0.001, 0.000, 0.000, 0.000, 0.000, 0.000, 0.000, -0.003, -0.004, 0.000, 0.000, 0.000, 0.000, 0.000, 0.000, 0.000, 0.000, 0.000, 0.000, -0.001, -0.001, 0.000, 0.000, 0.000, 0.000, 0.000, 0.000, -0.006, -0.001, 0.000, 0.000, 0.000, -0.001, 0.000, 0.000, 0.000, -0.001, 0.000, 0.000, 0.000, -0.008, -0.001, 0.000, 0.000, 0.000, 0.000, 0.000, 0.000, 0.000, -0.002, 0.000, 0.000, 0.000, 0.000, 0.001, -0.012]
}

Record 3
{
  "formula": "C25H45NOP2Y",
  "method": "the ωB97M-V functional and the def2-TZVPD basis",
  "charge": 1,
  "homo_ev": -10.60,
  "relative_energy_kj_mol": 0.0,
  "e_tot_ha": -1830.506606,
  "lumo_energy_ev": -2.71,
  "gap_ha": 0.290,
  "elements": ["Y", "C", "C", "C", "C", "C", "C", "H", "H", "H", "C", "H", "H", "H", "C", "H", "H", "H", "C", "H", "H", "H", "C", "H", "H", "H", "C", "C", "C", "C", "C", "C", "C", "C", "H", "H", "H", "H", "H", "H", "H", "H", "H", "H", "H", "H", "P", "C", "H", "H", "H", "C", "H", "H", "H", "C", "H", "H", "H", "P", "C", "H", "H", "H", "C", "H", "H", "H", "C", "H", "H", "H", "O", "C", "N"],
  "positions_angstrom": [[-0.05, 0.06, -0.38], [-2.07, 1.67, 0.08], [-2.45, 0.74, -0.94], [-2.30, -0.42, 1.05], [-2.00, 0.95, 1.31], [-2.58, -0.56, -0.35], [-1.98, 3.16, -0.05], [-1.65, 3.47, -1.05], [-1.28, 3.59, 0.67], [-2.95, 3.64, 0.13], [-1.92, 1.55, 2.67], [-1.59, 2.60, 2.60], [-1.22, 1.02, 3.32], [-2.91, 1.51, 3.16], [-2.51, -1.46, 2.10], [-3.59, -1.63, 2.26], [-2.07, -1.17, 3.06], [-2.06, -2.43, 1.83], [-3.01, -1.83, -1.01], [-4.12, -1.91, -1.02], [-2.62, -2.71, -0.47], [-2.66, -1.87, -2.05], [-2.80, 1.12, -2.34], [-3.80, 1.56, -2.43], [-2.75, 0.24, -2.99], [-2.08, 1.86, -2.72], [1.50, 0.41, -2.89], [0.47, 1.27, -3.08], [-0.14, 1.51, -4.43], [-1.03, 0.40, -5.06], [-1.12, -0.92, -4.35], [-0.06, -1.72, -4.17], [1.29, -1.42, -4.75], [2.13, -0.33, -4.03], [0.66, 1.72, -5.17], [-0.66, 0.26, -6.09], [-0.75, 2.42, -4.37], [2.43, 0.38, -4.82], [2.08, 0.39, -1.95], [0.18, 1.99, -2.30], [3.06, -0.81, -3.67], [1.88, -2.36, -4.74], [-0.17, -2.69, -3.68], [1.21, -1.12, -5.81], [-2.05, 0.80, -5.16], [-2.13, -1.26, -4.10], [1.80, 2.18, 0.50], [1.57, 2.99, 2.12], [2.42, 3.67, 2.28], [1.54, 2.25, 2.94], [0.63, 3.58, 2.15], [3.48, 1.51, 0.81], [4.10, 2.29, 1.27], [3.94, 1.19, -0.13], [3.42, 0.65, 1.48], [2.24, 3.64, -0.53], [2.66, 3.29, -1.49], [2.98, 4.26, 0.00], [1.34, 4.24, -0.74], [0.96, -2.69, -0.28], [-0.05, -4.03, -1.01], [0.60, -4.86, -1.30], [-0.59, -3.67, -1.90], [-0.79, -4.38, -0.28], [2.52, -2.90, -1.21], [2.34, -2.83, -2.28], [2.94, -3.89, -0.95], [3.26, -2.13, -0.92], [1.45, -3.53, 1.29], [1.82, -4.54, 1.10], [0.59, -3.57, 1.97], [2.24, -2.94, 1.77], [1.01, -0.62, 3.96], [0.94, -0.50, 2.78], [0.90, -0.35, 1.58]],
  "lowdin_charge": [1.258, -0.306, -0.321, -0.287, -0.285, -0.307, -0.040, 0.073, 0.058, 0.102, -0.023, 0.070, 0.072, 0.106, -0.025, 0.100, 0.082, 0.071, -0.033, 0.105, 0.067, 0.057, -0.034, 0.109, 0.047, 0.056, -0.160, -0.151, -0.163, -0.169, -0.123, -0.106, -0.170, -0.171, 0.123, 0.122, 0.114, 0.123, 0.070, 0.085, 0.108, 0.111, 0.085, 0.120, 0.112, 0.097, 0.755, -0.250, 0.054, 0.049, 0.034, -0.273, 0.055, 0.040, 0.035, -0.279, 0.038, 0.052, 0.043, 0.774, -0.279, 0.054, 0.010, 0.049, -0.274, 0.025, 0.055, 0.048, -0.261, 0.058, 0.047, 0.045, 0.088, -0.512, -0.107]
}

Record 4
{
  "formula": "C25H45NP2Y",
  "method": "the ωB97M-V functional and the def2-TZVPD basis",
  "charge": 1,
  "homo_ev": -10.90,
  "relative_energy_kj_mol": 0.0,
  "e_tot_ha": -1755.154649,
  "lumo_energy_ev": -2.99,
  "gap_ha": 0.291,
  "elements": ["Y", "C", "C", "C", "C", "C", "C", "H", "H", "H", "C", "H", "H", "H", "C", "H", "H", "H", "C", "H", "H", "H", "C", "H", "H", "H", "C", "C", "C", "C", "C", "C", "C", "C", "H", "H", "H", "H", "H", "H", "H", "H", "H", "H", "H", "H", "P", "C", "H", "H", "H", "C", "H", "H", "H", "C", "H", "H", "H", "P", "C", "H", "H", "H", "C", "H", "H", "H", "C", "H", "H", "H", "N", "C"],
  "positions_angstrom": [[0.11, -0.01, -0.20], [-1.83, 1.58, 0.16], [-2.26, 0.67, -0.86], [-2.01, -0.54, 1.10], [-1.74, 0.84, 1.38], [-2.38, -0.65, -0.27], [-1.77, 3.05, 0.00], [-1.40, 3.34, -0.99], [-1.12, 3.53, 0.74], [-2.78, 3.47, 0.11], [-1.68, 1.41, 2.73], [-1.45, 2.48, 2.69], [-0.91, 0.92, 3.34], [-2.65, 1.28, 3.25], [-2.17, -1.61, 2.10], [-3.23, -1.75, 2.36], [-1.60, -1.39, 3.01], [-1.80, -2.58, 1.73], [-3.11, -1.80, -0.81], [-4.19, -1.65, -0.63], [-2.82, -2.73, -0.31], [-2.94, -1.94, -1.89], [-2.93, 1.14, -2.07], [-3.89, 1.60, -1.76], [-3.11, 0.34, -2.81], [-2.35, 1.91, -2.60], [1.59, 0.46, -3.37], [0.58, 1.32, -3.53], [-0.02, 1.57, -4.88], [-0.91, 0.43, -5.48], [-1.04, -0.86, -4.71], [0.00, -1.70, -4.61], [1.33, -1.37, -5.23], [2.19, -0.24, -4.56], [0.75, 1.82, -5.63], [-0.48, 0.20, -6.47], [-0.65, 2.48, -4.82], [2.48, 0.47, -5.36], [1.99, 0.16, -2.38], [0.09, 1.83, -2.68], [3.14, -0.71, -4.24], [1.94, -2.29, -5.23], [-0.04, -2.64, -4.03], [1.18, -1.08, -6.28], [-1.92, 0.84, -5.64], [-2.00, -1.01, -4.20], [1.82, 1.88, 0.66], [1.43, 2.67, 2.27], [2.33, 3.28, 2.49], [1.25, 1.86, 3.01], [0.51, 3.28, 2.15], [3.54, 1.25, 0.87], [4.09, 2.11, 1.30], [3.93, 0.94, -0.13], [3.50, 0.38, 1.56], [2.01, 3.36, -0.41], [2.45, 3.04, -1.38], [2.67, 4.04, 0.18], [1.00, 3.80, -0.58], [1.04, -2.50, -0.19], [-0.21, -3.76, -0.69], [0.39, -4.60, -1.09], [-0.93, -3.34, -1.43], [-0.74, -4.04, 0.25], [2.70, -2.71, -1.00], [2.59, -2.78, -2.10], [3.13, -3.60, -0.50], [3.30, -1.80, -0.74], [1.45, -3.29, 1.43], [1.66, -4.35, 1.15], [0.56, -3.16, 2.08], [2.30, -2.73, 1.86], [1.09, -0.71, 3.28], [0.87, -0.48, 2.15]],
  "lowdin_charge": [1.090, -0.323, -0.325, -0.328, -0.307, -0.308, -0.043, 0.074, 0.060, 0.109, -0.037, 0.070, 0.058, 0.110, -0.037, 0.108, 0.075, 0.062, -0.042, 0.113, 0.066, 0.076, -0.039, 0.116, 0.069, 0.072, -0.135, -0.120, -0.165, -0.168, -0.113, -0.113, -0.175, -0.172, 0.118, 0.112, 0.110, 0.120, 0.067, 0.085, 0.106, 0.108, 0.100, 0.113, 0.112, 0.091, 0.709, -0.238, 0.060, 0.027, 0.038, -0.249, 0.059, 0.046, 0.042, -0.259, 0.045, 0.058, 0.037, 0.737, -0.253, 0.060, 0.024, 0.053, -0.250, 0.043, 0.056, 0.040, -0.282, 0.065, 0.038, 0.046, 0.032, -0.406]
}